# 1
The following is a DFT calculation (ωB97M-V/def2-TZVPD) of a 2-piece molecular cluster, C6H19N3 overall in a non-equilibrium geometry.

LUMO energy ... 0.029 Ha
Molecular weight ... 133.24 Da
Largest force on an atom ... 1.95 eV Å⁻¹
HOMO level ... -0.296 Eh
Energy relative to the best compared isomer or geometry (same formula, charge and spin) ... 129.2 kJ/mol
Structure (SMILES) ... CC(C)(C)C(N)N.CN
DFT total energy ... -404.22027 Eh

```
! RIJCOSX wB97M-V def2-TZVPD def2/J DEFGRID3
* xyz 0 1
C -1.22856 0.21196 -1.65138
C -0.94362 0.42275 -0.16093
C -2.19703 0.93969 0.55771
C 0.02864 1.62321 -0.10618
C -0.81778 -1.24163 0.48008
N 0.13645 -2.12132 -0.07712
N -0.73821 -1.33796 1.89888
H -0.31878 -0.08043 -2.17725
H -1.60606 1.12425 -2.12003
H -1.97700 -0.56349 -1.81463
H -2.98623 0.18919 0.60290
H -2.61631 1.81246 0.05095
H -1.95604 1.24289 1.57807
H 0.36165 1.85613 0.90741
H 0.89158 1.50440 -0.75715
H -0.49848 2.50713 -0.48003
H -1.81856 -1.57741 0.18037
H 1.11943 -1.78953 0.17827
H 0.04903 -2.17989 -1.08236
H -1.37983 -0.71925 2.37353
H 0.20369 -1.21678 2.24690
C 2.90739 -0.07327 -0.58414
N 2.14061 -0.42719 0.60030
H 3.84199 -0.63499 -0.58200
H 2.34185 -0.36284 -1.47019
H 3.14663 0.99587 -0.65782
H 2.65829 -0.19547 1.44074
H 1.25525 0.09152 0.62510
*
```

# 2
The following is a DFT calculation (ωB97M-V/def2-TZVPD) of a 3-piece molecular cluster, C6H19NO3 overall in a non-equilibrium geometry.

LUMO energy ... 0.019 Ha
Molecular weight ... 153.22 Da
Largest force on an atom ... 2.41 eV Å⁻¹
HOMO level ... -0.339 Eh
Energy relative to the best compared isomer or geometry (same formula, charge and spin) ... 105.0 kJ/mol
Structure (SMILES) ... CC(C)CCNCO.O.O
DFT total energy ... -520.44363 Eh

```
! RIJCOSX wB97M-V def2-TZVPD def2/J DEFGRID3
* xyz 0 1
C -1.42740 0.41632 -1.77400
C -1.12084 0.79019 -0.34893
C -1.44281 2.30563 -0.12536
C -1.92134 -0.02348 0.67938
C -1.50135 -1.44284 1.11382
N -0.02052 -1.47623 1.47411
C 0.80188 -1.96213 0.40512
O 1.94744 -1.10004 0.24232
H -1.20671 -0.65646 -1.85635
H -2.49417 0.48837 -2.05330
H -0.85267 0.95098 -2.54088
H -0.07175 0.71758 -0.07352
H -2.50287 2.56608 -0.25352
H -1.12397 2.62278 0.86078
H -0.83681 2.81416 -0.88737
H -2.95799 -0.08624 0.31190
H -2.04352 0.49396 1.66166
H -1.59783 -2.23080 0.35316
H -2.00180 -1.73089 2.02661
H 0.25106 -0.51759 1.67521
H 0.32627 -2.08700 -0.59494
H 1.29512 -2.91934 0.70870
H 2.67594 -1.33069 0.81650
O 1.97101 0.15438 -2.06862
H 2.60317 -0.40337 -1.59467
H 1.20416 -0.04005 -1.51557
O 1.71895 1.91360 0.84049
H 2.40227 2.45198 0.42806
H 1.75824 1.08672 0.33622
*
```

# 3
The following is a DFT calculation (ωB97M-V/def2-TZVPD) of C6H20MnN3O as an isolated structure in a non-equilibrium geometry.

LUMO energy (alpha / beta) ... -0.147 / -0.119 Ha
Molecular weight ... 205.18 Da
Largest force on an atom ... 1.81 eV Å⁻¹
HOMO level (alpha / beta) ... -0.436 / -0.411 Eh
Energy relative to the best compared isomer or geometry (same formula, charge and spin) ... 124.7 kJ/mol
⟨S²⟩ ... 3.959
DFT total energy ... -1630.76584 Eh

```
! RIJCOSX wB97M-V def2-TZVPD def2/J DEFGRID3
* xyz 1 4
C -1.85088 -1.51975 -3.29789
Mn -0.19608 -0.77037 -2.10829
N 0.94955 0.54865 -3.47167
H -3.17170 -0.67217 -1.53293
H -3.73196 -1.07554 -1.86283
H -2.72635 -2.06643 -2.93829
H -1.12178 -2.29854 -3.57900
H -2.13920 -0.86855 -4.13770
H 1.88266 0.25384 -3.17156
H 0.89334 1.57334 -3.42815
H 0.78950 0.24090 -4.43353
C 2.77332 -0.12786 0.55647
N 1.68144 0.11235 1.46952
C 2.02870 0.54161 2.81186
C 0.46979 0.21997 0.89024
O 0.40868 0.02964 -0.36165
N -0.63077 0.48392 1.62947
C -0.79584 0.16203 3.02561
C -1.86872 0.82519 0.95624
H 3.69721 -0.17026 1.13712
H 2.81837 0.67356 -0.19411
H 2.59187 -1.06609 0.01703
H 1.53625 1.48753 3.07831
H 1.77459 -0.21013 3.57876
H 3.11211 0.69876 2.81259
H -0.43620 0.95458 3.68355
H -1.87202 0.07342 3.17258
H -0.32717 -0.77994 3.30408
H -1.63372 1.36619 0.03292
H -2.45659 -0.07930 0.72141
H -2.44838 1.45941 1.63982
*
```

# 4
The following is a DFT calculation (ωB97M-V/def2-TZVPD) of a 3-piece molecular cluster, C6H20N2O2 overall in a non-equilibrium geometry.

LUMO energy ... 0.021 Ha
Molecular weight ... 152.24 Da
Largest force on an atom ... 2.65 eV Å⁻¹
HOMO level ... -0.305 Eh
Energy relative to the best compared isomer or geometry (same formula, charge and spin) ... 212.3 kJ/mol
Structure (SMILES) ... CCNCCCCN.O.O
DFT total energy ... -500.52509 Eh

```
! RIJCOSX wB97M-V def2-TZVPD def2/J DEFGRID3
* xyz 0 1
C -2.04281 2.04942 1.23160
C -1.61401 0.82617 1.99301
N -0.26022 0.25150 1.70525
C -0.16848 -1.11299 1.18597
C -0.31435 -1.06691 -0.30318
C 0.31175 -2.29526 -1.02518
C 1.84168 -2.29292 -1.07243
N 2.61972 -1.05957 -1.39409
H -1.62321 2.11049 0.22634
H -3.11595 2.09477 1.06383
H -1.73338 2.95376 1.79153
H -1.54058 0.87340 3.08818
H -2.38475 0.05065 1.82443
H 0.29421 1.03310 1.36441
H 0.70466 -1.56521 1.64298
H -0.97961 -1.63028 1.78978
H 0.25193 -0.16623 -0.61984
H -1.38455 -0.86985 -0.57088
H -0.06619 -2.37874 -2.04114
H 0.07971 -3.16175 -0.42537
H 2.23816 -2.38411 -0.04742
H 2.11871 -3.03141 -1.84427
H 2.40008 -0.36220 -0.69300
H 2.40915 -0.74163 -2.33422
O -1.82387 1.54213 -2.39930
H -1.20599 1.81032 -3.09529
H -1.23122 1.22529 -1.71323
O 1.84719 2.55744 0.02171
H 2.74862 2.41465 -0.28207
H 1.62361 2.32600 0.93191
*
```

# 5
The following is a DFT calculation (ωB97M-V/def2-TZVPD) of a 4-piece molecular cluster, C6H20N2O3 overall in a non-equilibrium geometry.

LUMO energy ... 0.018 Ha
Molecular weight ... 168.24 Da
Largest force on an atom ... 4.87 eV Å⁻¹
HOMO level ... -0.336 Eh
Energy relative to the best compared isomer or geometry (same formula, charge and spin) ... 232.8 kJ/mol
Structure (SMILES) ... NCCN1CCCC1.O.O.O
DFT total energy ... -575.73521 Eh

```
! RIJCOSX wB97M-V def2-TZVPD def2/J DEFGRID3
* xyz 0 1
N 1.82843 -1.93905 1.21864
C 1.56837 -1.90407 -0.17861
C 0.04280 -1.70160 -0.34844
N -0.30958 -0.36170 -0.97960
C 0.13511 0.81829 -0.13446
C -1.00839 1.80462 -0.16814
C -2.14074 1.22745 -1.01282
C -1.81192 -0.28281 -1.15964
H 1.90453 -1.05834 1.65450
H 2.81966 -2.29021 1.25104
H 2.09960 -0.98596 -0.70579
H 2.05401 -2.58261 -0.92274
H -0.24573 -2.63852 -1.10454
H -0.49069 -1.97583 0.57492
H 0.30967 0.41172 0.88395
H 1.09373 1.12563 -0.62814
H -1.64200 2.00557 0.76102
H -0.66457 2.83191 -0.33743
H -2.23685 1.74338 -2.04008
H -3.12795 1.45628 -0.44161
H -2.40182 -0.99960 -0.45400
H -2.03251 -0.77837 -2.11869
O 0.66074 2.45096 2.65433
H 1.06497 1.85279 2.00400
H 0.21261 1.94243 3.30937
O -0.60754 -0.41851 2.75521
H 0.16946 -0.96517 2.44041
H -1.32174 -0.63071 2.09475
O 1.39771 0.53779 -3.32122
H 2.11441 0.88965 -2.75249
H 0.56620 0.41462 -2.79369
*
```

# 6
The following is a DFT calculation (ωB97M-V/def2-TZVPD) of C6H20N3ReS as an isolated structure in a non-equilibrium geometry.

LUMO energy (alpha / beta) ... -0.101 / -0.120 Ha
Molecular weight ... 352.52 Da
Largest force on an atom ... 4.58 eV Å⁻¹
HOMO level (alpha / beta) ... -0.379 / -0.384 Eh
Energy relative to the best compared isomer or geometry (same formula, charge and spin) ... 111.5 kJ/mol
⟨S²⟩ ... 3.769
DFT total energy ... -880.91877 Eh

```
! RIJCOSX wB97M-V def2-TZVPD def2/J DEFGRID3
* xyz 1 4
C -1.97503 1.11477 -1.83881
Re 0.81162 -0.63003 -2.09298
N 0.90317 -2.12907 -3.39689
H 0.71765 0.52810 -3.49540
H 1.93379 -2.25770 -3.61349
H -2.06522 0.10259 -2.20176
H -2.32886 1.67480 -2.68526
H -0.74867 1.01421 -1.71896
H -2.59822 1.08385 -0.95297
H 0.60409 -3.06250 -2.99498
H 0.44464 -2.04694 -4.28680
C 1.51913 2.45944 1.22629
N 0.68043 1.33582 1.65369
C -0.35561 1.62780 2.65697
C 0.69189 0.23831 0.90552
S 1.85648 0.29273 -0.43035
N -0.07043 -0.87078 1.08873
C -0.52365 -1.27774 2.43110
C -0.16407 -1.90351 0.00454
H 1.46884 3.20550 2.01975
H 1.15381 2.89812 0.28568
H 2.56021 2.13859 1.10511
H -1.34771 1.28979 2.33083
H -0.08632 1.18295 3.61961
H -0.36352 2.70903 2.76905
H -1.61120 -1.08689 2.54847
H -0.34446 -2.36202 2.55107
H 0.04423 -0.74833 3.22223
H -0.52200 -1.45798 -1.00335
H 0.74139 -2.52785 -0.03885
H -1.02643 -2.53505 0.33222
*
```